[1]
Entry from OMol25: 12 unconnected molecules or ions with the total composition C51H110ClNO30P2S6 (ωB97M-V/def2-TZVPD).

```
201
Properties=species:S:1:pos:R:3:mulliken_charge:R:1
C 1.193 0.957 3.910 -0.691
C 0.856 0.121 2.679 0.160
C 0.046 0.890 1.658 0.101
N -0.633 0.086 0.476 0.863
C -1.042 0.994 -0.717 -0.390
C 0.015 1.238 -1.817 -0.317
C 0.941 0.175 -2.045 -0.418
C 1.445 -0.464 -0.774 -0.012
C 0.263 -1.129 0.020 0.171
C -1.992 -0.371 1.022 -0.584
H 1.645 1.892 3.580 0.238
H 1.860 0.361 4.533 -0.061
H 0.350 1.270 4.525 0.019
H 0.351 -0.813 2.923 0.500
H 1.853 -0.217 2.398 -0.593
H 0.624 1.584 1.047 0.293
H -0.803 1.397 2.116 0.057
H -1.326 1.973 -0.331 0.189
H -1.855 0.595 -1.323 -0.083
H 0.478 2.155 -1.453 -0.291
H -0.568 1.557 -2.682 0.871
H 1.724 0.634 -2.649 0.636
H 0.611 -0.589 -2.748 -0.715
H 2.113 0.143 -0.164 0.458
H 2.088 -1.243 -1.186 0.278
H 0.510 -1.857 0.794 0.323
H -0.384 -1.766 -0.583 -0.551
H -2.268 -1.195 0.365 0.066
H -2.660 0.458 1.258 0.082
H -1.817 -0.792 2.012 0.312
Cl 2.891 3.831 0.252 1.491
O 2.234 4.272 -0.956 -0.591
O 1.954 3.907 1.269 -0.567
O 3.453 2.525 0.186 -0.594
O 4.007 4.627 0.564 -0.765
C 1.865 4.642 6.651 -0.812
C 2.049 5.342 5.230 -0.767
C 0.773 5.045 4.404 0.054
S -0.481 4.844 5.671 0.928
O -1.402 3.852 5.101 -0.591
O -0.919 6.169 5.968 -0.734
C 0.538 4.028 6.981 -0.459
H 2.035 5.384 7.431 0.255
H 2.619 3.880 6.847 0.454
H 2.910 4.836 4.793 0.335
H 2.073 6.419 5.398 0.386
H 0.899 4.170 3.767 -0.351
H 0.351 5.669 3.616 0.479
H 0.557 2.945 6.862 0.180
H 0.086 4.353 7.919 0.516
C -0.226 4.533 -3.935 0.964
C 0.079 3.937 -5.304 -0.658
C 0.447 4.925 -6.468 -0.766
S 1.004 6.400 -5.549 1.159
O 0.295 7.634 -5.948 -0.687
O 2.424 6.545 -5.638 -0.661
C 0.518 5.841 -3.858 -0.851
H 0.011 3.866 -3.105 -0.613
H -1.301 4.696 -3.861 -0.077
H -0.681 3.298 -5.753 0.362
H 0.860 3.203 -5.105 0.312
H -0.530 5.185 -6.875 0.362
H 1.228 4.620 -7.165 0.417
H -0.066 6.676 -3.473 0.457
H 1.373 5.847 -3.182 0.380
C 2.866 -4.162 -5.436 -0.569
C 1.808 -3.335 -6.160 -0.413
C 1.937 -1.929 -5.515 0.379
S 3.696 -1.696 -4.888 0.835
O 3.452 -1.454 -3.454 -0.369
O 4.450 -0.703 -5.608 -0.717
C 4.179 -3.362 -5.324 -0.869
H 3.273 -4.968 -6.046 0.443
H 2.585 -4.611 -4.484 0.134
H 0.845 -3.770 -5.891 0.173
H 2.002 -3.142 -7.215 0.389
H 1.289 -1.913 -4.638 -0.943
H 1.616 -1.132 -6.185 0.625
H 5.011 -3.595 -4.660 0.487
H 4.610 -3.161 -6.305 0.401
C -3.771 5.211 3.586 -0.531
C -4.002 3.682 3.385 1.009
C -4.647 3.526 2.082 -1.222
S -3.865 4.639 0.901 1.013
O -4.960 5.345 0.220 -0.785
O -2.756 3.950 0.190 -0.291
C -3.199 5.772 2.249 -0.719
H -3.118 5.423 4.432 0.060
H -4.633 5.686 4.054 0.391
H -4.621 3.235 4.163 0.034
H -3.052 3.155 3.293 -0.473
H -5.637 3.966 2.207 0.478
H -4.747 2.503 1.720 0.472
H -3.501 6.818 2.197 0.451
H -2.112 5.848 2.223 0.185
C 4.859 -2.203 0.635 0.200
C 5.167 -1.309 -0.494 -0.052
C 6.242 -2.033 -1.393 -0.860
S 7.331 -3.056 -0.202 1.133
O 8.673 -2.497 -0.163 -0.660
O 7.110 -4.473 -0.433 -0.658
C 6.224 -2.600 1.246 -0.540
H 4.333 -3.044 0.183 0.151
H 4.204 -1.662 1.318 -0.108
H 5.481 -0.363 -0.054 0.446
H 4.351 -1.010 -1.151 -0.241
H 6.919 -1.607 -2.133 0.659
H 5.751 -2.789 -2.006 0.124
H 6.719 -1.684 1.569 0.442
H 6.135 -3.361 2.021 0.048
C -4.697 1.312 7.051 -0.410
C -4.766 -0.131 7.354 -0.647
C -4.012 -0.891 6.155 -0.979
S -2.553 0.289 5.747 1.152
O -2.377 0.624 4.306 -0.376
O -1.358 -0.204 6.494 -0.754
C -3.232 1.628 6.730 -0.179
H -5.095 1.811 7.934 0.399
H -5.300 1.450 6.153 0.153
H -5.733 -0.580 7.580 0.395
H -4.179 -0.263 8.263 0.300
H -4.400 -1.067 5.152 0.382
H -3.648 -1.891 6.392 0.424
H -3.050 2.526 6.140 -0.245
H -2.599 1.582 7.616 0.456
C 0.522 -3.916 -2.040 1.310
O -0.435 -5.054 -2.150 -0.394
C -1.332 -5.038 -1.099 0.788
O -1.475 -4.176 -0.234 -0.492
O -2.096 -6.229 -1.288 -0.397
C -1.981 -7.130 -2.370 -0.651
H -0.027 -2.975 -2.058 -0.839
H 1.152 -3.934 -2.930 -0.662
H 1.065 -4.091 -1.112 0.479
H -1.925 -6.752 -3.391 0.255
H -2.871 -7.759 -2.346 0.278
H -1.183 -7.768 -1.992 0.311
C -1.899 -2.612 -3.804 -0.483
O -3.151 -2.440 -4.448 -0.248
C -3.323 -2.606 -5.749 0.871
O -2.332 -2.873 -6.569 -0.654
O -4.646 -2.488 -6.038 -0.228
C -5.055 -2.734 -7.440 -0.760
H -1.035 -2.423 -4.441 0.498
H -1.886 -3.611 -3.368 0.265
H -1.821 -2.028 -2.887 -0.212
H -4.817 -1.850 -8.032 0.273
H -6.064 -3.062 -7.689 0.297
H -4.506 -3.606 -7.793 0.345
C -4.302 3.338 -2.410 -0.633
C -4.188 3.340 -3.941 -0.216
O -5.042 2.320 -4.394 -0.413
P -4.417 0.882 -4.896 0.436
O -3.101 1.015 -5.481 -0.759
O -4.347 -0.017 -3.561 0.562
C -5.424 -0.166 -2.637 -0.475
C -4.903 -0.575 -1.289 -0.722
O -5.551 0.258 -5.814 -0.260
C -5.871 0.821 -7.032 -0.369
C -7.135 0.195 -7.714 -1.203
H -4.215 4.392 -2.148 0.438
H -5.212 2.796 -2.152 0.339
H -3.399 2.907 -1.978 -0.139
H -4.440 4.201 -4.560 0.432
H -3.117 3.258 -4.126 -0.079
H -5.972 0.769 -2.523 0.391
H -6.270 -0.698 -3.072 0.390
H -4.100 -1.307 -1.379 -0.006
H -4.377 0.254 -0.816 0.009
H -5.518 -1.061 -0.531 0.505
H -5.887 1.909 -7.087 0.456
H -4.990 0.511 -7.594 0.305
H -6.874 -0.049 -8.744 0.328
H -7.313 -0.756 -7.212 0.275
H -8.056 0.764 -7.594 0.375
C 8.810 -4.454 4.237 -1.137
C 7.441 -5.128 4.218 -0.330
O 6.502 -4.327 4.886 -0.215
P 4.975 -4.852 5.200 0.651
O 4.801 -5.944 6.223 -0.749
O 4.151 -3.414 5.465 -0.095
C 4.665 -2.441 6.340 -0.331
C 4.049 -1.028 5.983 -1.017
O 4.314 -5.132 3.795 -0.098
C 2.877 -5.343 3.805 -0.360
C 2.261 -5.511 2.399 -1.108
H 9.538 -5.061 3.698 0.352
H 8.573 -3.643 3.548 0.227
H 9.224 -3.935 5.101 0.326
H 7.112 -5.370 3.208 0.341
H 7.406 -6.006 4.862 0.442
H 4.461 -2.804 7.348 0.335
H 5.713 -2.142 6.310 0.263
H 4.118 -0.952 4.898 0.203
H 3.012 -0.900 6.293 0.214
H 4.618 -0.201 6.407 0.407
H 2.567 -6.177 4.434 0.346
H 2.275 -4.603 4.332 0.338
H 1.273 -5.951 2.534 0.434
H 2.571 -4.744 1.689 0.169
H 2.801 -6.399 2.068 0.396
```

HOMO ... -8.46 eV
Maximum force ... 0.1215 Eh/bohr
Charge ... 0

=====

[2]
Entry from OMol25: 9 unconnected molecules or ions with the total composition C33H69N3O16S5 (ωB97M-V/def2-TZVPD).

```
126
Properties=species:S:1:pos:R:3:mulliken_charge:R:1
O -1.786 2.810 4.661 -0.686
S -1.672 4.036 3.937 1.071
O -2.173 4.074 2.535 -0.510
C -2.291 5.357 4.934 -0.762
C -1.312 6.514 4.616 -0.609
C 0.129 6.058 4.506 -0.736
C 0.162 4.632 3.838 -0.607
H -2.138 5.010 5.956 0.367
H -3.362 5.561 4.932 0.434
H -1.443 6.791 3.570 0.265
H -1.447 7.361 5.288 0.399
H 0.522 6.122 5.521 0.318
H 0.773 6.720 3.928 0.313
H 0.680 3.900 4.458 0.414
H 0.399 4.597 2.775 0.341
O -2.249 -0.819 -0.203 -0.498
S -1.043 -0.900 0.637 0.903
O -0.959 -1.980 1.682 -0.565
C 0.605 -0.765 -0.162 0.456
C 1.074 0.693 0.018 1.540
C 0.619 1.199 1.359 -0.373
C -0.831 0.785 1.348 -0.870
H 0.348 -1.052 -1.182 -0.327
H 1.109 -1.610 0.307 -0.123
H 2.155 0.748 -0.105 -1.351
H 0.549 1.217 -0.781 -0.097
H 0.813 2.203 1.735 0.357
H 1.125 0.588 2.106 0.355
H -1.328 1.418 0.613 0.106
H -1.537 0.838 2.177 0.603
O -2.782 3.981 -0.836 -0.692
S -1.596 3.961 -1.680 1.123
O -0.278 3.569 -1.215 -0.557
C -1.945 3.015 -3.281 -0.458
C -2.705 4.067 -4.217 -0.676
C -2.012 5.395 -4.070 -0.712
C -1.621 5.683 -2.606 -0.847
H -2.375 2.065 -2.964 0.610
H -0.963 2.813 -3.708 -0.010
H -2.566 3.956 -5.292 0.324
H -3.787 4.134 -4.102 0.366
H -2.586 6.218 -4.494 0.400
H -1.205 5.383 -4.803 0.331
H -2.380 6.238 -2.056 0.402
H -0.593 6.044 -2.558 0.354
O -5.052 -4.906 3.449 -0.629
S -4.050 -4.591 4.446 1.092
O -4.107 -3.521 5.423 -0.641
C -3.302 -6.166 5.087 -0.719
C -1.778 -6.007 5.353 -0.619
C -1.301 -4.911 4.284 -0.514
C -2.479 -4.197 3.550 -0.507
H -3.266 -6.695 4.135 0.322
H -3.876 -6.654 5.875 0.462
H -1.695 -5.552 6.340 0.263
H -1.210 -6.938 5.361 0.387
H -0.618 -5.407 3.595 0.174
H -0.658 -4.095 4.613 0.329
H -2.494 -4.530 2.512 0.295
H -2.368 -3.117 3.456 0.307
O -1.125 1.060 -7.506 -0.666
S -0.273 0.076 -6.764 1.064
O 0.010 -1.255 -7.354 -0.638
C 1.169 0.725 -5.794 -1.094
C 1.202 -0.084 -4.514 0.143
C -0.231 -0.394 -4.027 0.523
C -1.216 -0.246 -5.194 -0.749
H 0.787 1.704 -5.502 0.345
H 2.021 0.818 -6.468 0.519
H 1.661 -1.065 -4.631 0.363
H 1.621 0.615 -3.790 0.016
H -0.455 0.287 -3.207 -0.540
H -0.369 -1.262 -3.382 -0.097
H -1.771 0.684 -5.070 0.174
H -2.037 -0.950 -5.326 0.600
C 3.882 -4.357 2.743 -1.026
C 4.005 -5.057 1.416 -0.208
O 3.161 -4.326 0.485 -0.333
C 1.934 -4.718 0.141 0.770
O 1.268 -5.685 0.498 -0.627
O 1.410 -3.813 -0.720 -0.195
C 0.176 -4.098 -1.396 -0.777
H 3.381 -3.402 2.582 0.178
H 4.611 -4.521 3.536 0.414
H 3.100 -4.996 3.153 0.308
H 3.919 -6.143 1.423 0.382
H 4.980 -4.830 0.985 0.251
H 0.018 -5.123 -1.732 0.442
H 0.219 -3.530 -2.326 0.167
H -0.717 -3.727 -0.892 0.285
C 5.768 -0.618 -1.724 -1.158
N 4.762 0.442 -1.479 0.392
C 4.365 1.245 -2.446 0.874
C 4.487 0.808 -3.885 -1.442
O 3.819 2.287 -2.113 -0.640
H 6.171 -1.065 -0.816 0.328
H 6.653 -0.300 -2.274 0.366
H 5.294 -1.550 -2.031 0.368
H 4.666 0.877 -0.573 -0.267
H 3.927 1.367 -4.635 0.337
H 4.054 -0.183 -4.023 0.356
H 5.499 0.614 -4.241 0.432
C 4.867 3.516 1.428 -1.117
N 4.646 2.079 1.336 -0.012
C 4.992 1.121 2.203 0.625
C 4.609 -0.336 1.865 -0.649
O 5.564 1.395 3.257 -0.692
H 5.481 4.037 0.694 0.299
H 5.300 3.917 2.345 0.381
H 3.846 3.877 1.553 0.330
H 3.895 1.759 0.741 0.074
H 4.405 -1.030 2.681 0.344
H 5.632 -0.696 1.749 0.341
H 3.978 -0.425 0.981 0.030
C -5.115 -1.405 0.219 -0.704
N -5.301 -2.067 -1.114 -0.060
C -6.555 -2.286 -1.709 0.714
C -6.642 -3.043 -2.983 -1.172
O -7.578 -1.764 -1.202 -0.647
H -6.109 -1.351 0.665 0.349
H -4.580 -0.464 0.093 0.215
H -4.663 -2.021 0.997 0.199
H -4.568 -2.555 -1.608 0.168
H -6.403 -2.450 -3.866 0.304
H -7.504 -3.703 -2.877 0.310
H -5.847 -3.763 -3.177 0.346
```

HOMO ... -8.88 eV
Relative energy (zero: lowest compared OMol25 entry of this formula, charge and spin) ... 0.0 kJ/mol
SMILES ... O=S1(=O)CCCC1.O=S1(=O)CCCC1.O=S1(=O)CCCC1.O=S1(=O)CCCC1.O=S1(=O)CCCC1.CCOC(=O)OC.CNC(C)=O.CNC(C)=O.CNC(C)=O
Maximum force ... 0.0793 Eh/bohr
Charge ... 0